<w>
{
  "formula": "C5H14N2S",
  "method": "ωB97M-V/def2-TZVPD",
  "species": ["S", "N", "N", "C", "C", "C", "C", "C", "H", "H", "H", "H", "H", "H", "H", "H", "H", "H", "H", "H", "H", "H"],
  "xyz": [[-1.60451, 1.91491, 0.50572], [-1.11379, -1.95800, -0.93024], [1.01883, 0.47135, -0.36940], [0.33110, -1.84300, -1.07327], [1.00272, -0.95332, -0.03850], [0.94020, -3.24408, -1.03039], [1.20298, 1.33270, 0.78125], [-0.05710, 1.87466, 1.52159], [-1.03306, 2.26326, -0.65493], [0.50805, -1.14935, 0.93777], [0.74115, -3.79396, -0.10081], [2.02579, -1.26928, 0.15894], [-0.27764, 1.26577, 2.38980], [0.52280, -3.88809, -1.80013], [0.51605, -1.46260, -2.08587], [1.73191, 0.73484, 1.52389], [-1.39374, -2.10364, 0.03201], [2.01724, -3.25857, -1.15992], [1.83137, 2.16537, 0.48710], [-1.67203, -1.23904, -1.37505], [0.16274, 0.63813, -0.87989], [0.04072, 2.92882, 1.70643]],
  "homo_energy_ev": -8.78,
  "lumo_energy_ev": 0.820,
  "orbital_gap_ev": 9.60,
  "smiles": "C[C@@H](N)CNCCS"
}

<x>
{
  "formula": "C5H14N2S",
  "method": "ωB97M-V/def2-TZVPD",
  "species": ["S", "N", "N", "C", "C", "C", "C", "C", "H", "H", "H", "H", "H", "H", "H", "H", "H", "H", "H", "H", "H", "H"],
  "xyz": [[1.78241, 1.34324, -0.04330], [0.71229, -0.87003, 1.82594], [-2.08601, -0.26786, 0.25513], [1.06576, 0.41341, 2.48660], [-1.96842, -0.49027, -1.13927], [-0.84003, -0.83865, -3.33304], [2.16089, 1.14602, 1.71824], [-0.85923, -0.44623, -1.87696], [-1.83902, -1.02790, -3.76022], [1.39782, 0.19954, 3.50583], [2.29546, 2.15382, 2.12827], [0.16319, -0.31623, -1.50529], [1.25038, -1.62410, 2.23604], [-1.18813, 0.07211, 0.58475], [-2.90260, -0.67946, -1.66954], [-2.78965, 0.45517, 0.36197], [-0.37869, -0.06083, -3.95530], [0.99589, -0.77316, 0.85492], [0.02180, 1.73811, 0.57281], [3.11182, 0.59726, 1.71894], [-0.26639, -1.75558, -3.51643], [0.16049, 1.03160, 2.54991]],
  "homo_energy_ev": -8.08,
  "lumo_energy_ev": -0.709,
  "orbital_gap_ev": 7.37
}

<y>
{
  "formula": "C5H14N2S",
  "method": "ωB97M-V/def2-TZVPD",
  "species": ["S", "N", "N", "C", "C", "C", "C", "C", "H", "H", "H", "H", "H", "H", "H", "H", "H", "H", "H", "H", "H", "H"],
  "xyz": [[-3.38651, -1.29805, -1.23795], [0.82108, 0.58459, 1.03918], [-0.13980, -1.81500, -1.23079], [-0.69254, -0.71676, -0.43392], [0.66338, 1.96447, 1.50667], [-1.89589, -0.17266, -1.21587], [2.13208, 0.04738, 1.39152], [0.36194, 0.40835, -0.32831], [1.09508, 2.74289, 0.85665], [1.04110, 2.04817, 2.52664], [2.95428, 0.78896, 1.38097], [0.60789, -2.31530, -0.77391], [-1.65371, -0.00525, -2.26462], [-0.40884, 2.16225, 1.52364], [-2.18626, 0.75754, -0.74055], [2.32835, -0.75101, 0.67610], [2.12008, -0.25145, 2.44196], [-0.80783, -2.49557, -1.58270], [-0.92885, -1.00671, 0.59124], [-0.01269, 1.30771, -0.83524], [1.18731, 0.14155, -1.00369], [-3.19966, -2.12612, -2.28705]],
  "homo_energy_ev": -8.38,
  "lumo_energy_ev": 0.947,
  "orbital_gap_ev": 9.33,
  "smiles": "CN(C)C[C@H](N)CS"
}

Short version: <w>, <y>, <x>, most stable first.